{
  "formula": "C2H32NO15",
  "method": "ωB97M-V/def2-TZVPD",
  "total_charge": 1,
  "de_lowest_kcal_mol": 0.0,
  "orbital_gap_ev": 10.58,
  "homo_ev": -13.14,
  "species": ["O", "O", "O", "O", "O", "O", "O", "O", "O", "O", "O", "O", "O", "O", "O", "N", "C", "C", "H", "H", "H", "H", "H", "H", "H", "H", "H", "H", "H", "H", "H", "H", "H", "H", "H", "H", "H", "H", "H", "H", "H", "H", "H", "H", "H", "H", "H", "H", "H", "H"],
  "positions_angstrom": [[2.428, 3.334, 0.235], [-3.171, -1.609, 1.631], [-4.000, 1.554, -1.749], [-3.399, -1.774, -1.529], [1.080, 1.868, 3.386], [3.890, 1.265, 1.311], [-1.681, 2.120, -0.395], [-1.645, -0.629, 3.851], [0.764, 0.914, -2.439], [-0.798, 1.097, 1.731], [2.028, -3.021, 0.414], [-0.625, -1.842, 0.572], [0.839, -0.212, 0.247], [-1.641, 0.262, -2.889], [3.768, -0.925, -0.297], [1.758, -1.460, -2.048], [0.405, -1.881, -1.517], [0.203, -1.322, -0.140], [-2.006, 1.544, 0.392], [-1.152, 0.490, 2.426], [2.214, -1.998, -2.780], [-3.149, 1.691, -1.311], [1.687, 3.217, 0.844], [0.270, 0.299, 0.935], [3.728, -1.751, 0.182], [1.076, 1.536, -3.115], [2.547, -1.328, -1.347], [1.672, 1.390, 2.800], [2.444, -3.878, 0.551], [-1.460, 2.944, 0.046], [-2.509, -0.265, 4.109], [-3.055, -0.881, -1.622], [1.520, -2.932, 1.231], [-1.963, 1.166, -2.836], [0.135, 1.436, -1.893], [-4.622, 2.260, -1.532], [1.995, 3.402, -0.621], [1.501, 2.134, 4.209], [4.634, 0.945, 1.838], [-0.376, -1.529, -2.324], [-2.295, -0.135, -3.475], [1.779, -0.485, -2.425], [3.502, -0.154, 0.246], [-1.985, -1.363, 3.313], [-3.035, -2.476, 2.046], [-3.923, -1.934, -2.322], [0.427, -2.997, -1.507], [4.178, 1.916, 0.635], [-3.416, -1.912, 0.739], [-0.569, 1.911, 2.194]]
}